Computed, not measured: the molecule C3H7NS in a non-equilibrium geometry, with wB97M-V/def2-TZVPD.

Each line ends with the natural charge from an NBO analysis.
Element x y z (Å)
C -0.440 -0.788 -0.306  -0.068
C -0.137 0.449 -1.074  -0.446
C 0.849 -0.107 -0.024  -0.378
H -1.383 -1.407 1.403  0.378
H -1.569 0.337 0.988  0.388
H -0.403 -1.637 -0.990  0.216
H 0.397 0.163 -2.044  0.218
H -0.528 1.492 -0.893  0.240
H 1.796 -0.580 -0.370  0.227
H 2.008 1.806 1.172  0.150
N -1.443 -0.697 0.689  -0.849
S 0.852 0.969 1.448  -0.076

Calculated values
Frontier orbital gap: 9.3 eV
Maximum force: 2.9 eV/A
SMILES string: N[C@H]1C[C@H]1S
HOMO energy: -8.5 eV
Energy: -571.3716 Ha
Charge: 0
LUMO: 0.81 eV
Energy above the lowest of the compared OMol25 structures with the same formula, charge and spin: 42.2 kcal/mol

Computed, not measured: a structure of composition C41H60ClCoN5O4, with wB97M-V/def2-TZVPD.

Each line ends with the Mulliken spin population.
Element x y z (Å)
Co -0.633 -0.143 -0.201  2.704
C -1.066 2.183 -0.824  0.080
C -1.170 2.485 0.542  -0.007
C -2.250 1.690 1.064  0.058
C -2.748 0.919 -0.019  0.035
C -2.043 1.234 -1.216  -0.102
C -2.578 1.133 -2.645  0.002
C -1.596 0.436 -3.592  -0.031
C -3.941 0.440 -2.675  0.007
C -2.794 2.565 -3.168  -0.004
C -2.908 1.627 2.450  0.010
C -4.302 0.983 2.351  0.007
C -2.096 0.802 3.464  0.008
C -3.169 3.025 3.024  0.008
C -0.294 3.601 1.133  -0.015
C -1.054 4.945 1.108  0.007
C 0.240 3.330 2.540  0.004
C 0.956 3.790 0.256  0.007
H -0.364 2.627 -1.512  0.033
H -3.632 0.299 0.012  -0.001
H -1.544 -0.637 -3.400  0.005
H -0.592 0.842 -3.457  0.008
H -1.892 0.593 -4.635  0.000
H -3.927 -0.534 -2.188  0.001
H -4.264 0.298 -3.710  0.000
H -4.693 1.049 -2.167  -0.002
H -1.845 3.088 -3.288  0.000
H -3.411 3.138 -2.471  0.002
H -3.293 2.545 -4.142  0.001
H -4.265 -0.071 2.077  0.000
H -4.925 1.500 1.619  -0.002
H -4.795 1.043 3.324  0.000
H -2.694 0.613 4.361  -0.001
H -1.185 1.310 3.773  -0.001
H -1.794 -0.156 3.039  0.004
H -3.753 3.628 2.325  0.002
H -2.257 3.564 3.253  0.001
H -3.737 2.937 3.955  -0.001
H -1.718 5.075 1.961  0.000
H -1.654 5.031 0.200  0.001
H -0.342 5.775 1.123  0.000
H -0.540 3.171 3.277  0.000
H 0.835 4.186 2.873  -0.001
H 0.878 2.450 2.526  -0.001
H 0.700 4.175 -0.733  0.000
H 1.504 2.852 0.148  -0.003
H 1.615 4.521 0.730  0.000
C 2.444 0.476 3.070  0.002
C 1.600 -0.312 2.113  0.001
O 0.577 0.153 1.613  0.040
N 1.998 -1.577 1.866  0.000
C 1.275 -2.433 0.941  -0.005
C -0.087 -2.799 1.480  -0.001
C -0.253 -3.930 2.268  0.003
C -1.504 -4.224 2.784  -0.001
C -2.555 -3.371 2.497  -0.002
C -2.303 -2.265 1.704  0.023
N -1.105 -1.977 1.200  0.003
H 2.924 1.268 2.498  -0.001
H 3.204 -0.136 3.554  0.000
H 1.801 0.921 3.829  0.000
H 2.876 -1.884 2.241  0.000
H 1.866 -3.336 0.794  0.000
H 1.178 -1.946 -0.027  0.012
H 0.597 -4.570 2.469  0.000
H -1.654 -5.103 3.396  0.000
H -3.552 -3.549 2.875  0.000
H -3.091 -1.569 1.449  -0.001
C 1.366 0.098 -5.910  0.000
C 1.284 1.419 -5.203  0.000
C 0.547 2.470 -5.719  0.000
C 0.425 3.660 -5.017  0.000
Cl -0.530 4.955 -5.685  0.000
C 1.036 3.820 -3.792  0.000
C 1.784 2.774 -3.259  0.002
C 1.909 1.586 -3.962  -0.001
O 2.605 0.502 -3.510  0.000
C 3.294 0.631 -2.280  0.005
C 2.411 0.547 -1.027  0.002
O 2.980 0.780 0.039  0.000
O 1.198 0.205 -1.229  0.027
H 0.930 0.165 -6.906  0.000
H 0.820 -0.666 -5.347  0.000
H 2.400 -0.241 -5.998  0.000
H 0.045 2.358 -6.673  0.000
H 0.924 4.745 -3.244  0.000
H 2.228 2.899 -2.282  0.001
H 3.888 1.545 -2.243  0.000
H 3.988 -0.209 -2.242  0.001
C 2.063 -4.191 -3.634  -0.001
C 2.261 -2.704 -3.425  0.000
N 1.243 -2.178 -2.532  0.002
C 0.009 -2.709 -2.321  0.016
N -0.832 -2.048 -1.575  0.018
C -2.197 -2.559 -1.560  0.029
C -2.241 -4.072 -1.505  0.000
C -1.540 -4.575 -2.747  -0.001
N -0.230 -3.955 -2.862  0.000
C 0.604 -4.439 -3.951  0.001
H 2.329 -4.743 -2.729  0.000
H 2.700 -4.543 -4.445  0.000
H 2.231 -2.181 -4.385  0.000
H 3.241 -2.508 -2.987  0.000
H 1.275 -1.179 -2.320  0.002
H -2.737 -2.222 -2.450  0.003
H -2.721 -2.127 -0.713  -0.005
H -3.270 -4.437 -1.483  0.000
H -1.734 -4.429 -0.604  0.000
H -2.152 -4.342 -3.629  0.000
H -1.399 -5.658 -2.730  0.000
H 0.333 -3.956 -4.901  0.000
H 0.403 -5.505 -4.064  0.000

Calculated values
Frontier orbital gap (spin up / spin down): 6.9 / 7.3 eV
Maximum force: 0.5 eV/A
Expectation value of S²: 3.76
HOMO energy (spin up / spin down): -6.7 / -7.1 eV
Multiplicity: 4
Energy: -4016.1137 Ha
Charge: 0
LUMO (spin up / spin down): 0.26 / 0.26 eV
Energy above the lowest of the compared OMol25 structures with the same formula, charge and spin: 0.0 kcal/mol